Record 1
Formula: C26H37Cl2N9O10
Source: OMol25
Level of theory: the ωB97M-V functional and the def2-TZVPD basis

The value obtained for the largest force on an atom is 3.758 eV/A. For the HOMO energy, the calculation gives -0.3518 hartree. Its SMILES is C[N+](=O)[O-].C[N+](=O)[O-].C[N+](=O)[O-].C[N+](=O)[O-].C[N+](=O)[O-].c1ccncc1.c1ccncc1.c1ccncc1.c1ccncc1.ClCCl. Its HOMO-LUMO gap is 9.20 eV. The net charge is 0. The LUMO energy comes out at -0.37 eV.

The geometry in XYZ format:
```
84
Properties=species:S:1:pos:R:3:forces:R:3
C -15.7267 1.2390 -0.2799 -1.2 1.4 0.4
N -14.5822 2.1626 -0.5819 1.7 -0.1 -1.0
O -13.6767 2.3405 0.2237 -1.2 -0.3 -0.5
O -14.6005 2.6657 -1.7187 -0.2 -0.7 1.6
H -16.5251 1.9229 -0.5678 -0.5 -0.7 -0.6
H -15.9608 1.0935 0.7747 1.1 -0.1 0.1
H -15.7116 0.2968 -0.8279 0.3 0.5 -0.2
C -16.2121 1.3520 -9.7205 -0.3 -1.0 -0.2
N -17.1390 2.4529 -10.1555 -0.4 0.0 2.1
O -16.7851 3.2895 -10.9443 0.2 -0.3 -0.2
O -18.2345 2.4337 -9.5825 0.6 0.1 -0.8
H -15.1674 1.6315 -9.5845 -0.3 0.4 -0.6
H -16.4004 0.5870 -10.4739 0.6 0.0 -0.2
H -16.5504 0.8813 -8.7974 -0.3 0.7 0.0
C -20.0096 4.4457 -7.9835 0.0 0.4 -1.1
N -20.2906 4.8797 -6.6433 0.8 -0.4 3.7
O -19.4066 5.4423 -5.9882 -0.6 -0.2 -1.2
O -21.3697 4.5931 -6.1543 0.0 0.2 -0.7
H -20.5132 5.2539 -8.5138 0.1 -0.4 -0.9
H -20.4670 3.4725 -8.1619 0.0 0.3 0.0
H -18.9380 4.4364 -8.1824 -0.3 0.1 0.2
C -20.3077 -2.8256 -0.4624 -0.3 0.3 -0.5
N -19.5607 -1.5357 -0.3377 1.5 -0.8 -2.5
O -18.8871 -1.1245 -1.2905 -0.6 -0.7 0.1
O -19.6270 -0.9622 0.6814 -0.5 1.3 2.8
H -19.8211 -3.6534 0.0534 0.3 0.4 0.1
H -20.3644 -3.0366 -1.5303 -0.3 0.0 0.2
H -21.2473 -2.5906 0.0377 -0.1 -0.4 -0.3
C -22.4214 -1.4454 -7.0864 -0.6 1.6 0.5
N -22.9202 -2.6608 -7.6859 0.9 -1.2 -1.1
O -23.9302 -2.5909 -8.3258 -1.4 0.2 -0.3
O -22.2444 -3.6695 -7.6309 0.4 -0.2 0.4
H -22.6292 -1.4652 -6.0166 0.5 -0.3 0.0
H -23.0857 -0.6785 -7.4847 0.4 0.2 0.0
H -21.3806 -1.2515 -7.3460 -0.1 -0.3 0.3
C -17.8855 2.1642 -4.7418 0.2 0.1 0.5
C -18.1203 2.1067 -6.0943 -1.4 -2.2 -1.3
C -18.9957 1.0804 -6.5704 0.3 0.4 2.1
N -19.6585 0.2618 -5.7102 1.7 -0.1 -0.7
C -19.2688 0.2600 -4.4184 -0.5 0.9 -0.1
C -18.4481 1.2339 -3.8352 0.2 0.2 -1.8
H -17.1587 2.9181 -4.4776 -0.1 0.1 0.7
H -17.6079 2.6902 -6.8449 0.2 0.3 0.3
H -19.0685 0.8418 -7.6212 -0.5 0.4 -0.2
H -19.6707 -0.5656 -3.8498 -0.2 0.1 0.4
H -18.2110 1.2520 -2.7817 0.0 -0.2 0.0
C -20.1755 2.8623 -0.5389 -0.2 1.0 -0.7
C -20.6321 3.7507 0.4238 -0.4 -0.5 0.3
C -21.9468 3.6151 0.8338 -1.6 0.8 -0.9
N -22.8710 2.7895 0.2520 1.1 1.0 1.9
C -22.3836 2.0062 -0.6506 0.2 -1.6 -1.5
C -21.0857 2.0256 -1.1397 0.7 -0.3 0.3
H -19.1923 3.0516 -0.9438 0.2 -0.4 -0.1
H -19.9718 4.5384 0.7556 -0.2 0.0 0.4
H -22.4698 4.3255 1.4569 0.6 0.2 0.6
H -23.0416 1.2516 -1.0556 -0.4 0.0 -0.3
H -20.7947 1.3853 -1.9593 0.0 -0.1 0.0
C -12.0515 2.7254 -6.9209 -1.3 -0.6 -0.7
C -12.8037 1.9255 -6.0337 0.1 1.3 -1.0
C -14.2133 2.0574 -6.0354 0.5 1.5 -0.7
N -14.8692 2.8976 -6.9050 1.7 -0.6 0.2
C -14.0894 3.6161 -7.7535 -0.8 -0.2 1.0
C -12.7113 3.6389 -7.7539 0.1 -1.4 -0.1
H -11.0445 2.4069 -7.1467 0.4 0.6 0.5
H -12.1431 1.2953 -5.4567 -0.9 -0.5 0.5
H -14.8624 1.5820 -5.3150 0.1 -0.4 0.0
H -14.5886 4.2267 -8.4913 -0.4 0.1 0.0
H -12.2588 4.1444 -8.5942 0.5 0.2 0.3
C -16.6223 6.9935 -8.0013 1.4 0.3 1.0
C -16.2448 6.2869 -6.7976 -1.0 1.3 -2.3
C -15.5336 6.9561 -5.8121 -0.3 1.0 -1.7
N -15.1459 8.2597 -5.9745 -0.8 -0.6 -0.2
C -15.5081 8.9055 -7.1158 0.5 -1.2 1.6
C -16.1817 8.3168 -8.1701 -0.4 -0.7 0.8
H -17.1679 6.5403 -8.8158 -0.1 -0.3 0.1
H -16.5783 5.2630 -6.7155 0.1 -0.1 0.4
H -15.3463 6.3585 -4.9322 0.6 0.6 0.5
H -15.2856 9.9612 -7.1642 0.4 0.1 0.1
H -16.3731 8.9785 -9.0020 -0.3 -0.4 -0.4
Cl -18.3004 -4.4645 -5.2975 -0.7 0.7 -0.1
C -19.8167 -3.5115 -5.6669 0.8 -1.0 -1.1
Cl -21.1873 -4.2436 -4.8326 0.2 0.6 0.4
H -19.6116 -2.4470 -5.5535 -0.3 -0.2 0.8
H -20.0179 -3.6681 -6.7267 0.1 -0.1 0.2
```
Positions in Å, forces in eV/Å.

Atom charges from the Löwdin analysis, given in e for atoms 1 to 2: C 0.041; N -0.422

---

Record 2
Formula: C26H37ClN2O7
Source: OMol25
Level of theory: the ωB97M-V functional and the def2-TZVPD basis

The value obtained for the largest force on an atom is 4.632 eV/A. For the HOMO energy, the calculation gives -0.3656 hartree. Its SMILES is CC[C@H](Cl)C(=O)OCCCCCCCCCOC.O=[N+]([O-])c1ccccc1.O=[N+]([O-])c1ccccc1. Its HOMO-LUMO gap is 9.44 eV. For the energy relative to the best compared isomer or geometry (same formula, charge and spin), the calculation gives 56.5 kJ/mol. The net charge is 0. The LUMO energy comes out at -0.51 eV.

The geometry in XYZ format:
```
73
Properties=species:S:1:pos:R:3:forces:R:3
C 6.0903 -2.0352 0.4542 -0.5 -0.4 0.5
C 4.6607 -1.6600 0.8807 0.8 -0.1 -0.1
C 4.1835 -0.4714 0.0663 0.0 0.3 -0.4
Cl 4.8005 1.0707 0.7588 0.1 -0.4 -0.4
C 2.6811 -0.4491 -0.1866 2.4 2.4 0.4
O 2.1185 -1.4587 -0.2636 -2.5 -3.9 -0.2
O 2.1284 0.7353 -0.3515 -0.1 0.8 0.7
C 0.7703 0.8281 0.1106 -1.2 0.8 -0.8
C -0.2622 0.3025 -0.8961 1.0 -0.3 0.6
C -1.5977 1.0095 -0.7955 -0.2 -1.0 0.2
C -2.3916 0.6263 0.4660 -0.3 0.4 -0.7
C -3.8892 0.8409 0.1698 0.6 0.3 0.5
C -4.7676 1.0447 1.4219 -0.4 0.0 -0.9
C -5.8527 -0.0218 1.5598 0.4 -0.2 0.5
C -5.2933 -1.4663 1.5686 -0.5 0.7 -0.5
C -5.8982 -2.3262 0.4629 0.3 0.3 0.5
O -5.9033 -1.6338 -0.7653 -0.1 0.1 -0.2
C -6.8356 -2.1877 -1.6811 0.6 -0.1 0.4
H 6.0533 -2.6744 -0.4235 0.0 0.2 -0.3
H 6.5064 -2.6618 1.2373 0.4 0.1 0.1
H 6.7105 -1.1667 0.2616 0.2 0.0 0.1
H 4.6267 -1.4230 1.9397 0.0 0.1 0.1
H 4.0534 -2.5463 0.7327 -0.4 0.2 -0.2
H 4.6453 -0.5415 -0.9161 0.0 0.1 -0.2
H 0.5704 1.8927 0.2118 0.4 0.2 0.1
H 0.6257 0.4031 1.1006 0.4 -0.3 0.0
H 0.1951 0.3490 -1.8844 -0.1 0.3 -0.2
H -0.3631 -0.7568 -0.6713 -0.3 -0.2 -0.2
H -2.2020 0.6485 -1.6269 0.0 0.2 -0.3
H -1.5192 2.0915 -0.8772 0.1 0.1 -0.1
H -2.0631 1.2139 1.3226 0.0 0.0 0.2
H -2.2377 -0.4309 0.6756 0.2 -0.1 0.2
H -3.9692 1.7243 -0.4619 0.0 0.1 -0.1
H -4.2127 0.0022 -0.4441 -0.3 0.0 0.0
H -4.1472 1.1400 2.3116 0.0 -0.2 0.1
H -5.2821 1.9958 1.2909 0.0 0.2 0.3
H -6.3869 0.1393 2.4948 -0.1 0.1 0.1
H -6.5740 0.0977 0.7566 0.0 0.0 -0.2
H -5.5648 -1.8965 2.5259 0.3 -0.4 0.1
H -4.2127 -1.4480 1.4598 0.2 0.0 0.1
H -6.9188 -2.5684 0.7743 -0.1 -0.3 -0.2
H -5.2774 -3.2199 0.3437 -0.4 -0.3 0.1
H -7.8445 -1.8396 -1.4516 -0.1 -0.1 -0.1
H -6.7858 -3.2787 -1.6238 -0.2 -0.1 -0.1
H -6.5267 -1.8815 -2.6728 -0.1 0.1 -0.2
O -2.1358 -2.8238 -7.2720 0.3 0.1 -0.1
N -1.0233 -2.4040 -7.5374 -0.2 0.0 -0.2
O -0.6386 -2.1112 -8.6556 -0.1 -0.1 0.3
C -0.0724 -2.2413 -6.4246 0.1 0.0 0.2
C -0.4620 -2.5969 -5.1458 -0.2 -0.1 0.2
C 0.4426 -2.4629 -4.1051 0.1 0.0 0.0
C 1.7182 -1.9739 -4.3503 0.0 0.0 0.0
C 2.0914 -1.6123 -5.6377 -0.1 0.0 0.1
C 1.1928 -1.7464 -6.6840 0.2 0.1 -0.2
H -1.4547 -2.9772 -4.9532 0.0 0.0 -0.2
H 0.1550 -2.7421 -3.1000 0.0 0.0 0.0
H 2.4232 -1.8756 -3.5341 0.0 0.0 0.0
H 3.0850 -1.2286 -5.8270 0.0 0.0 0.0
H 1.4850 -1.4675 -7.6861 -0.1 -0.1 0.0
O 4.2510 4.7775 8.0555 -0.2 0.1 -0.3
N 3.7172 5.1536 7.0267 0.0 0.2 0.2
O 3.0182 6.1469 6.9292 0.2 -0.3 0.0
C 3.9294 4.3466 5.8135 0.0 -0.1 -0.2
C 4.6879 3.1926 5.8938 0.2 -0.2 0.1
C 4.8673 2.4242 4.7546 -0.1 0.1 -0.1
C 4.2938 2.8157 3.5519 0.0 0.0 -0.1
C 3.5428 3.9821 3.4865 0.1 -0.1 0.1
C 3.3568 4.7543 4.6221 -0.2 0.2 -0.2
H 5.1351 2.8865 6.8285 -0.1 0.1 0.1
H 5.4536 1.5161 4.8047 0.0 0.0 0.0
H 4.4312 2.2081 2.6619 -0.1 0.3 0.5
H 3.0986 4.2879 2.5483 0.0 0.0 0.0
H 2.7699 5.6600 4.5698 0.0 0.0 0.2
```
Positions in Å, forces in eV/Å.

Atom charges from the Löwdin analysis, given in e for atoms 1 to 2: C -0.103; C -0.264

---

Record 3
Formula: C26H37CrN4O3P
Source: OMol25
Level of theory: the ωB97M-V functional and the def2-TZVPD basis

The value obtained for the largest force on an atom is 0.647 eV/A. As for the expectation value of S²: 8.786. The spin multiplicity is 6. For the HOMO energy (alpha / beta), the calculation gives -0.0573 / -0.1766 hartree. Its HOMO-LUMO gap (alpha / beta) is 4.29 / 7.53 eV. The net charge is -1. The LUMO energy (alpha / beta) comes out at 2.73 / 2.73 eV.

The geometry in XYZ format:
```
72
Properties=species:S:1:pos:R:3:forces:R:3
Cr 0.4026 -0.1875 -0.2136 0.1 0.6 -0.3
C 3.2866 -1.0500 0.1129 -0.1 0.1 0.0
O 2.3239 -0.0505 0.1890 0.1 0.0 0.0
H 2.9307 -2.0255 0.4719 0.0 0.0 0.0
H 4.1765 -0.7903 0.7142 0.0 0.0 0.0
H 3.6483 -1.2170 -0.9139 0.0 0.0 -0.1
O 0.4234 1.9551 -0.0175 0.2 -0.3 0.2
P 0.8208 2.6719 1.2404 -0.3 -0.2 -0.3
N 2.1620 3.6229 1.0498 0.2 0.3 -0.2
C 2.0385 5.0232 0.6252 0.1 -0.1 0.0
C 2.0985 4.9797 -0.9080 0.0 0.0 0.0
C 2.9406 3.7184 -1.2207 0.0 0.1 0.0
C 3.1897 3.0509 0.1451 -0.1 0.0 0.1
N 1.1902 1.7310 2.5387 0.1 -0.3 0.1
C 0.4392 0.4724 2.7801 0.2 0.2 0.1
C 1.4164 -0.4285 3.5392 0.0 0.0 0.0
C 2.4326 0.5496 4.1269 -0.1 0.0 0.0
C 2.5862 1.5653 3.0081 -0.2 -0.1 -0.1
N -0.4234 3.6834 1.6900 -0.2 0.1 0.0
C -1.3017 3.3644 2.8245 0.0 0.0 -0.1
C -2.4582 2.5606 2.2092 0.0 0.0 0.0
C -2.5451 3.0600 0.7495 0.0 0.1 0.0
C -1.3621 4.0355 0.6019 0.0 -0.1 0.1
H 2.9087 5.5590 1.0178 0.0 0.0 0.0
H 1.1427 5.4844 1.0340 0.0 0.0 0.0
H 2.5273 5.8935 -1.3231 0.0 0.0 0.0
H 1.0919 4.8715 -1.3157 0.0 0.0 0.0
H 3.8818 3.9650 -1.7134 0.0 0.0 0.0
H 2.3906 3.0366 -1.8673 0.0 0.0 0.0
H 4.1696 3.3328 0.5407 0.0 0.0 0.0
H 3.1084 1.9599 0.1068 0.0 0.0 0.0
H 0.1470 -0.0187 1.8515 -0.2 0.0 0.2
H -0.4718 0.6800 3.3446 0.0 0.0 0.1
H 1.9038 -1.0969 2.8277 0.0 0.0 0.0
H 0.9104 -1.0319 4.2922 0.0 0.0 0.0
H 3.3800 0.0817 4.3971 0.0 0.0 0.0
H 2.0179 1.0367 5.0151 0.0 0.0 0.0
H 3.2023 1.1447 2.2088 0.0 0.0 0.0
H 2.9985 2.5195 3.3259 0.0 0.0 0.0
H -1.6709 4.3076 3.2389 0.0 0.0 0.0
H -0.7543 2.8455 3.6082 0.0 0.0 0.0
H -3.3879 2.6971 2.7637 0.0 0.0 0.0
H -2.2215 1.4959 2.2053 0.0 0.0 0.0
H -3.4927 3.5572 0.5360 0.0 0.0 0.0
H -2.4258 2.2166 0.0685 0.0 0.0 0.0
H -1.6819 5.0718 0.7481 0.0 0.0 0.1
H -0.8816 3.9567 -0.3701 0.0 0.0 0.0
C 0.3144 -2.2146 -0.2825 0.0 -0.4 -0.1
C 0.2580 -3.4335 -0.3058 0.0 -0.3 0.1
C 0.1467 -4.8646 -0.3028 0.0 0.3 -0.1
C 0.6631 -5.6338 0.7437 0.1 -0.1 0.1
C 0.5416 -7.0164 0.7409 0.0 0.1 0.0
C -0.0994 -7.6646 -0.3078 0.0 0.0 0.0
C -0.6197 -6.9105 -1.3521 0.0 0.1 0.0
C -0.4996 -5.5274 -1.3511 -0.1 -0.2 -0.1
H 1.1636 -5.1261 1.5586 0.0 0.0 0.0
H 0.9509 -7.5909 1.5635 0.0 0.0 0.0
H -0.1961 -8.7433 -0.3088 0.0 0.0 0.0
H -1.1273 -7.4012 -2.1737 0.0 0.0 0.0
H -0.9146 -4.9342 -2.1559 0.0 0.0 0.0
O -1.5882 0.0927 -0.2475 0.0 0.1 -0.1
N -2.4057 -0.6577 -1.0401 0.2 -0.1 0.1
C -2.9296 -1.8283 -0.5358 -0.1 -0.1 0.0
C -3.5258 -2.7330 -1.3559 0.0 0.0 0.0
C -3.5708 -2.5305 -2.7641 0.0 0.1 0.1
C -2.9148 -1.3805 -3.2558 0.0 0.0 0.1
C -2.3304 -0.4824 -2.4113 -0.1 -0.1 -0.1
H -2.8121 -1.9499 0.5300 0.0 0.0 0.0
H -3.9370 -3.6298 -0.9079 0.0 0.0 0.0
H -4.0279 -3.2499 -3.4276 0.0 0.0 0.0
H -2.8523 -1.1901 -4.3205 0.0 0.0 0.0
H -1.8044 0.4067 -2.7226 0.0 0.0 0.0
```
Positions in Å, forces in eV/Å.

Atom charges from the Löwdin analysis, given in e for atoms 1 to 2: Cr 0.645; C -0.287

---

Energy list, top to bottom, in Ha: -3177.928524 -2109.085089 -2843.513644